(1)
An isolated molecule of C21H18ClFN2O6S, computed with ωB97M-V with the def2-TZVPD basis set.

```
50
Properties=species:S:1:pos:R:3:nbo_charge:R:1
C -1.657 -2.323 2.055 -0.4318
N -1.821 -2.456 0.626 -0.6839
C -0.695 -2.372 -0.204 0.1915
C 0.500 -1.791 0.221 -0.2816
C 1.589 -1.721 -0.630 -0.2347
C 1.473 -2.222 -1.912 0.3770
F 2.526 -2.125 -2.750 -0.3245
C 0.306 -2.821 -2.353 -0.2699
C -0.769 -2.909 -1.491 -0.2211
S -3.265 -1.780 0.076 2.3324
O -4.284 -2.135 1.014 -0.9319
O -3.451 -2.103 -1.301 -0.9205
C -2.922 -0.022 0.224 -0.3524
C -3.583 0.749 1.164 -0.1502
C -3.244 2.082 1.310 -0.2356
C -2.223 2.630 0.538 -0.0038
Cl -1.793 4.269 0.785 0.0679
C -1.543 1.843 -0.399 -0.1288
C -0.392 2.374 -1.187 0.7724
O -0.225 3.515 -1.515 -0.5510
O 0.466 1.372 -1.458 -0.5212
C 1.697 1.712 -2.083 -0.1786
C 2.854 1.830 -1.081 0.6565
O 3.949 2.207 -1.423 -0.6140
N 2.526 1.491 0.180 -0.6107
C 3.495 1.454 1.260 -0.2763
C 3.736 0.054 1.720 0.2550
C 4.717 -0.844 1.420 -0.2956
C 4.393 -2.034 2.118 -0.3079
C 3.238 -1.773 2.784 0.0829
O 2.827 -0.514 2.550 -0.4158
C -1.922 0.512 -0.559 -0.1637
H -0.887 -3.013 2.395 0.2191
H -2.610 -2.593 2.505 0.2473
H -1.399 -1.302 2.361 0.1842
H 0.592 -1.391 1.218 0.2241
H 2.523 -1.286 -0.313 0.2313
H 0.252 -3.221 -3.352 0.2357
H -1.686 -3.372 -1.813 0.2516
H -4.357 0.292 1.761 0.2503
H -3.755 2.705 2.026 0.2390
H 1.933 0.917 -2.794 0.2262
H 1.604 2.664 -2.617 0.2424
H 1.612 1.103 0.360 0.4087
H 4.419 1.882 0.867 0.2592
H 3.126 2.062 2.093 0.2163
H 5.561 -0.675 0.784 0.2379
H 4.946 -2.950 2.118 0.2339
H 2.634 -2.373 3.435 0.2049
H -1.436 -0.101 -1.300 0.2579
```

F_max ... 1.31 eV/A
E_tot ... -63409.210 eV
SMILES ... CN(c1ccc(F)cc1)S(=O)(=O)c1ccc(Cl)c(C(=O)OCC(=O)NCc2ccco2)c1

=====

(2)
C21H18ClN4O2STl as an isolated structure, computed with ωB97M-V with the def2-TZVPD basis set.

```
48
Properties=species:S:1:pos:R:3:mulliken_charge:R:1
Tl 0.776 0.142 -1.270 1.4695
N 4.076 0.898 1.918 -0.4135
C 3.056 0.479 1.143 0.6332
S 3.246 0.717 -0.558 -0.5210
N 2.075 -0.099 1.801 -1.2716
N 1.033 -0.513 1.060 0.4856
C 0.109 -1.195 1.628 0.1679
C 0.110 -1.544 3.073 0.0155
C 0.086 -2.880 3.459 0.0211
C 0.128 -3.221 4.803 -0.7673
C 0.176 -2.227 5.769 -0.3451
C 0.180 -0.891 5.388 -0.7594
C 0.160 -0.549 4.046 -0.1186
C -0.986 -1.705 0.768 0.4953
C -2.223 -2.046 1.302 -0.5619
C -3.204 -2.531 0.457 -0.5483
C -2.921 -2.678 -0.892 -0.6252
C -1.673 -2.289 -1.341 -0.2385
N -0.730 -1.812 -0.535 -0.3852
H 4.877 1.334 1.501 0.1858
H 4.020 0.763 2.913 0.2217
H 0.050 -3.655 2.703 0.4672
H 0.128 -4.264 5.096 0.3858
H 0.212 -2.492 6.818 0.3953
H 0.206 -0.113 6.141 0.3900
H 0.172 0.489 3.743 0.4463
H -2.408 -1.907 2.358 0.4917
H -4.182 -2.787 0.845 0.4363
H -3.651 -3.074 -1.584 0.4111
H -1.410 -2.365 -2.390 0.4058
O -1.700 0.814 -1.034 -0.5326
C -1.299 1.837 -0.440 0.1170
O -0.084 2.109 -0.240 -0.6233
H -2.044 2.553 -0.060 0.4639
Cl -0.050 5.942 -5.031 -0.2334
C 0.098 4.259 -4.612 0.3942
C 1.323 3.628 -4.740 -0.6616
C 1.442 2.299 -4.367 -0.4091
C 0.351 1.587 -3.876 0.3720
C 0.498 0.170 -3.456 -1.5341
C -0.878 2.240 -3.779 -0.0317
C -1.008 3.571 -4.141 -0.8684
H 2.175 4.176 -5.119 0.4055
H 2.406 1.809 -4.451 0.3632
H 1.379 -0.335 -3.838 0.5648
H -0.406 -0.425 -3.545 0.3718
H -1.732 1.705 -3.385 0.4639
H -1.959 4.077 -4.049 0.4083
```

F_max ... 0.81 eV/A
E_tot ... -60175.888 eV

=====

(3)
An isolated molecule of C21H18F2N2O3S2, computed with ωB97M-V with the def2-TZVPD basis set.

```
48
Properties=species:S:1:pos:R:3:nbo_charge:R:1
C 0.408 -2.982 -3.266 -0.3553
C 1.551 -2.829 -2.626 -0.1976
C 1.659 -2.714 -1.135 -0.2643
N 2.173 -1.406 -0.759 -0.4662
C 3.396 -1.250 -0.177 0.7041
O 4.178 -2.146 0.021 -0.5819
C 3.602 0.183 0.276 -0.4238
C 3.373 0.258 1.803 -0.4134
C 1.969 -0.177 2.115 -0.0354
C 0.931 0.747 2.100 -0.2120
C -0.387 0.340 2.203 -0.1875
C -0.671 -1.009 2.353 -0.1878
S -2.342 -1.618 2.413 0.2195
C -3.133 -0.278 3.375 0.4358
F -3.630 0.687 2.579 -0.3389
F -4.161 -0.777 4.073 -0.3281
C 0.357 -1.941 2.408 -0.2171
C 1.668 -1.524 2.284 -0.2124
S 2.371 1.171 -0.619 0.2375
C 1.384 -0.293 -0.912 0.3713
N 0.160 -0.388 -1.170 -0.5300
C -0.730 0.647 -1.339 0.2426
C -2.024 0.463 -0.842 -0.2558
C -2.965 1.456 -0.984 -0.1368
C -2.642 2.642 -1.647 -0.2024
C -3.682 3.678 -1.790 0.7778
O -4.813 3.582 -1.383 -0.5947
O -3.256 4.780 -2.436 -0.6906
C -1.361 2.814 -2.168 -0.1550
C -0.411 1.827 -2.015 -0.2720
H 0.363 -3.059 -4.338 0.2018
H -0.529 -3.039 -2.738 0.1975
H 2.489 -2.760 -3.160 0.2023
H 0.679 -2.841 -0.668 0.2263
H 2.371 -3.444 -0.740 0.2454
H 4.603 0.535 0.024 0.2589
H 3.544 1.284 2.132 0.2252
H 4.102 -0.399 2.282 0.2362
H 1.147 1.798 1.976 0.2244
H -1.176 1.072 2.132 0.2250
H -2.407 0.173 4.068 0.1513
H 0.121 -2.986 2.533 0.2259
H 2.464 -2.253 2.310 0.2277
H -2.259 -0.460 -0.336 0.2306
H -3.962 1.339 -0.589 0.2413
H -3.985 5.417 -2.498 0.5008
H -1.117 3.727 -2.690 0.2327
H 0.577 1.952 -2.434 0.2170
```

F_max ... 1.01 eV/A
E_tot ... -58298.402 eV
SMILES ... C=CCN1C(=O)[C@H](Cc2ccc(SC(F)F)cc2)S/C1=N\c1ccc(C(=O)O)cc1

=====

(4)
A 2-piece molecular cluster, C21H18FIN2O4S3 overall, computed with ωB97M-V with the def2-TZVPD basis set.

```
50
Properties=species:S:1:pos:R:3:nbo_charge:R:1
O -6.202 -3.485 -0.646 -0.4985
C -5.087 -3.224 -0.348 0.4902
I -4.597 -3.042 1.736 0.0425
C -4.000 -3.039 -1.393 -0.5688
C -3.104 -1.829 -1.214 -0.0387
C -3.563 -0.538 -0.983 -0.1328
S -5.319 -0.217 -0.848 0.0092
C -2.704 0.554 -0.865 -0.1705
C -1.351 0.349 -1.000 -0.0998
C -0.849 -0.940 -1.210 -0.1690
C -1.711 -2.017 -1.321 0.2648
N -1.150 -3.321 -1.582 -0.5230
C -0.921 -4.010 -0.594 0.2356
S -0.432 -4.928 0.559 0.1520
C 0.648 -1.081 -1.301 0.5662
O 1.266 -1.964 -0.766 -0.4938
C 1.314 0.026 -2.068 -0.1213
C 2.357 -0.231 -2.928 -0.2185
C 2.901 0.836 -3.634 0.4049
F 3.884 0.578 -4.493 -0.2958
C 2.406 2.113 -3.456 -0.2258
S 3.124 3.452 -4.397 0.0281
C 1.356 2.368 -2.575 -0.1641
C 0.800 1.313 -1.876 -0.0715
C -0.354 1.472 -0.937 0.5467
O -0.491 2.425 -0.212 -0.4987
H -4.461 -2.990 -2.381 0.2630
H -3.399 -3.948 -1.385 0.2662
H -5.553 0.537 -1.938 0.1451
H -3.088 1.547 -0.673 0.2465
H 2.705 -1.251 -3.036 0.2517
H 2.012 3.987 -4.933 0.1368
H 0.976 3.375 -2.469 0.2405
C 3.072 2.109 2.847 -0.6126
C 2.077 1.197 2.138 -0.0848
C 0.772 0.972 2.916 -0.0710
O 0.877 0.071 4.002 -0.5480
C 1.380 0.630 5.201 -0.2474
N 2.745 -0.067 1.810 -0.8263
H 3.582 1.600 3.665 0.2013
H 3.839 2.440 2.148 0.2193
H 2.578 2.996 3.248 0.2030
H 1.796 1.686 1.199 0.1889
H 0.048 0.517 2.232 0.1795
H 0.337 1.923 3.249 0.1667
H 1.060 1.668 5.327 0.1681
H 2.471 0.574 5.238 0.1649
H 0.987 0.041 6.030 0.1886
H 2.122 -0.638 1.244 0.3548
H 2.844 -0.596 2.672 0.3555
```

F_max ... 1.50 eV/A
E_tot ... -76561.877 eV